{
  "formula": "C20H13Cl52F3O4S",
  "method": "wB97M-V/def2-TZVPD",
  "elements": ["C", "O", "C", "C", "C", "C", "C", "O", "S", "O", "O", "C", "F", "F", "F", "H", "H", "H", "H", "H", "H", "H", "H", "H", "H", "H", "H", "H", "C", "Cl", "Cl", "Cl", "Cl", "C", "Cl", "Cl", "Cl", "Cl", "C", "Cl", "Cl", "Cl", "Cl", "C", "Cl", "Cl", "Cl", "Cl", "C", "Cl", "Cl", "Cl", "Cl", "C", "Cl", "Cl", "Cl", "Cl", "C", "Cl", "Cl", "Cl", "Cl", "C", "Cl", "Cl", "Cl", "Cl", "C", "Cl", "Cl", "Cl", "Cl", "C", "Cl", "Cl", "Cl", "Cl", "C", "Cl", "Cl", "Cl", "Cl", "C", "Cl", "Cl", "Cl", "Cl", "C", "Cl", "Cl", "Cl", "Cl"],
  "xyz": [[-7.85, -2.03, -3.68], [-7.11, -1.96, -2.42], [-7.81, -0.99, -1.61], [-6.84, -0.16, -0.64], [-5.57, -0.98, -0.12], [-4.71, 0.03, 0.80], [-3.19, -0.39, 0.94], [-2.92, -1.02, 2.23], [-1.31, -0.97, 2.68], [-1.16, -1.66, 4.01], [-0.79, 0.66, 3.05], [0.61, 0.69, 2.84], [0.99, -0.16, 1.78], [0.98, 1.99, 2.43], [1.35, 0.38, 3.99], [-8.97, -1.86, -3.52], [-7.77, -3.06, -4.15], [-7.41, -1.23, -4.38], [-8.57, -1.55, -0.96], [-8.38, -0.21, -2.23], [-6.51, 0.81, -1.16], [-7.45, 0.14, 0.28], [-4.99, -1.41, -0.99], [-5.99, -1.87, 0.47], [-5.27, 0.09, 1.80], [-4.82, 1.07, 0.33], [-2.53, 0.54, 0.86], [-2.83, -1.08, 0.11], [2.85, -2.24, -1.12], [3.26, -2.10, 0.60], [3.17, -3.90, -1.68], [1.14, -1.85, -1.36], [3.85, -1.11, -2.06], [2.64, 2.59, -4.05], [2.30, 4.05, -3.10], [1.82, 2.70, -5.62], [4.39, 2.44, -4.30], [2.06, 1.15, -3.17], [-6.22, 6.28, -1.05], [-7.58, 6.99, -0.16], [-6.73, 5.88, -2.70], [-4.88, 7.45, -1.12], [-5.68, 4.80, -0.23], [2.67, -7.27, -3.89], [2.55, -8.63, -5.03], [2.92, -7.89, -2.25], [4.03, -6.23, -4.35], [1.17, -6.33, -3.94], [5.41, -0.37, 4.41], [5.81, -0.05, 6.11], [5.87, -2.03, 3.99], [3.66, -0.17, 4.18], [6.28, 0.77, 3.37], [2.94, 1.37, 8.88], [2.77, 1.10, 7.14], [1.41, 2.01, 9.53], [3.33, -0.16, 9.68], [4.24, 2.54, 9.17], [-9.86, 4.77, -5.44], [-8.08, 4.87, -5.41], [-10.54, 6.37, -5.80], [-10.36, 3.62, -6.70], [-10.45, 4.22, -3.86], [0.35, -11.48, -1.37], [-1.36, -11.27, -1.78], [1.34, -10.44, -2.42], [0.62, -11.03, 0.32], [0.82, -13.17, -1.62], [5.97, 4.82, 3.47], [5.40, 3.94, 4.90], [7.72, 4.57, 3.27], [5.12, 4.23, 2.03], [5.65, 6.56, 3.68], [10.79, 4.75, 0.12], [9.27, 4.39, -0.71], [10.73, 4.12, 1.78], [12.14, 3.99, -0.75], [11.04, 6.51, 0.17], [-6.54, -4.81, 2.31], [-6.68, -5.18, 0.58], [-8.12, -4.31, 2.94], [-5.98, -6.25, 3.18], [-5.38, -3.48, 2.53], [-1.03, 3.60, -0.66], [-2.42, 4.30, 0.20], [-1.49, 3.20, -2.33], [0.29, 4.80, -0.68], [-0.47, 2.13, 0.17], [15.38, 1.21, -2.15], [15.11, -0.38, -1.41], [17.02, 1.77, -1.78], [15.17, 1.09, -3.91], [14.20, 2.38, -1.49]],
  "homo_energy_ev": -10.00
}